Here is a 2-piece molecular cluster, C10H14BN4O10PS overall in a non-equilibrium geometry from OMol25. Energies are from the ωB97M-V functional and the def2-TZVPD basis.

Properties
**Electronic energy**: -57820.104 eV
**Frontier orbital gap**: 2.198 eV
**Charge**: -2

Last columns: bonded neighbours and bond lengths (Å).
CARTESIAN COORDINATES (ANGSTROEM)
1 C -1.41239 1.39107 -2.51533  N2 1.502, H23 1.160, H24 1.163, H25 1.149
2 N -1.36172 -0.09926 -2.33533  C1 1.502, C3 1.494, B4 1.531
3 C -1.05316 -0.81774 -3.60863  N2 1.494, H26 1.164, H27 1.146, H28 1.160
4 B -0.26527 -0.31766 -1.28930  N2 1.531, O5 1.451, C6 1.630
5 O 0.94001 -1.05822 -1.61112  B4 1.451, H29 0.985
6 C -0.59278 0.29420 0.18587  B4 1.630, C7 1.570, C18 1.590
7 C -1.90449 -0.15181 0.92511  C6 1.570, C8 1.628, N11 1.403
8 C -2.96130 -1.23038 0.31642  C7 1.628, O9 1.476, H30 1.148, H31 1.143
9 O -3.36816 -2.05881 1.46863  C8 1.476, O10 1.370
10 O -2.21192 -2.65945 1.89229  O9 1.370, H32 0.994
11 N -2.22069 0.39942 2.17562  C7 1.403, N12 1.351
12 N -1.36059 1.30543 2.68995  N11 1.351, O13 1.378, C16 1.467
13 O -1.77305 1.83081 3.89564  N12 1.378, C14 1.466
14 C -2.57266 2.99162 3.49308  O13 1.466, N15 1.217
15 N -3.09931 4.05868 3.23666  C14 1.217
16 C -0.07757 1.85067 2.23283  N12 1.467, S17 1.873, C18 1.573
17 S 0.90675 3.12170 3.19400  C16 1.873, H33 1.392
18 C 0.42499 1.32716 0.83684  C6 1.590, C16 1.573, C19 1.602
19 C 1.81156 1.82361 0.20688  C18 1.602, C20 1.636, H34 1.152, H35 1.152
20 C 2.98153 0.88122 0.85443  C19 1.636, O21 1.257, O22 1.446
21 O 3.36408 -0.12244 0.20234  C20 1.257
22 O 3.55093 1.17860 2.14976  C20 1.446, H36 0.985
23 H -2.28511 1.76964 -1.85138  C1 1.160
24 H -0.46814 1.91431 -2.08249  C1 1.163
25 H -1.50667 1.72373 -3.61128  C1 1.149
26 H -1.88336 -0.51264 -4.36512  C3 1.164
27 H -0.01916 -0.60244 -4.05242  C3 1.146
28 H -1.19607 -1.95949 -3.46181  C3 1.160
29 H 1.53140 -0.52524 -2.19125  O5 0.985
30 H -3.87110 -0.70666 -0.14861  C8 1.148
31 H -2.47791 -1.95442 -0.42347  C8 1.143
32 H -2.26115 -2.72953 2.88258  O10 0.994
33 H 0.93859 2.67094 4.51085  S17 1.392
34 H 2.09606 2.90348 0.49147  C19 1.152
35 H 1.83406 1.77034 -0.94408  C19 1.152
36 H 3.55050 0.36680 2.70768  O22 0.985
37 O 5.09176 -3.17923 -0.90108  P38 1.533
38 P 3.65455 -3.61371 -1.21129  O37 1.533, O39 1.532, O40 1.533, O41 1.533
39 O 2.77333 -3.39726 0.02337  P38 1.532
40 O 3.64134 -5.09891 -1.59218  P38 1.533
41 O 3.11228 -2.77813 -2.37614  P38 1.533